C6H21I2IrN2O2PSi | the ωB97M-V functional and the def2-TZVPD basis

For the LUMO energy (alpha / beta), the calculation gives -16.0 / -15.6 eV. The net charge is +4. The HOMO energy (alpha / beta) is -0.8165 / -0.8236 Eh. The spin multiplicity is 2.

Structure (XYZ):
```
36
Properties=species:S:1:pos:R:3:forces:R:3
Ir 0.153813 0.123178 -1.509698 -0.94 -1.62 -0.39
I 0.952912 -1.663917 -3.243669 0.27 0.57 0.26
C -0.785477 -1.282283 -4.394495 -0.09 -0.10 -0.48
I -1.831784 0.116317 -3.192447 0.42 0.41 0.28
H -1.368926 -2.189743 -4.535411 -0.01 -0.02 0.06
H -0.497801 -0.804402 -5.328143 -0.02 -0.03 -0.04
N 0.021052 -3.675909 2.674813 0.02 0.10 -0.08
C 0.403739 -2.255957 2.323013 0.09 0.05 -0.06
P -0.986169 -1.450420 1.406600 -0.50 -0.52 0.12
O -1.932155 -2.538559 1.052896 0.16 0.20 -0.02
O -0.337922 -0.581409 0.299966 0.31 0.50 0.51
C -1.933137 -0.293366 2.501262 0.02 0.07 -0.08
N -3.271000 -0.907096 2.846395 0.10 0.05 -0.07
H 0.749341 -4.345588 2.407617 0.04 -0.01 0.02
H -0.843567 -3.930091 2.167408 -0.01 -0.03 0.00
H -0.133029 -3.809321 3.678569 -0.03 0.00 0.02
H 1.264388 -2.287889 1.657325 0.04 -0.04 0.05
H 0.700792 -1.716021 3.220974 0.03 -0.05 0.03
H -2.110353 0.620063 1.936373 -0.06 0.05 0.08
H -1.405007 -0.026891 3.415517 -0.03 0.04 0.02
H -3.467548 -1.684788 2.194519 -0.02 -0.03 0.00
H -4.033922 -0.225299 2.781667 -0.01 0.02 0.01
H -3.301510 -1.278500 3.799995 0.00 -0.02 0.04
C 2.175807 2.377857 0.227893 -0.69 -1.10 0.35
Si 1.454471 2.210693 -1.473657 1.35 1.85 -0.08
C 2.917019 2.134450 -2.595144 -0.59 -0.84 -0.70
C 0.328516 3.624339 -1.836280 -0.75 -0.54 -0.10
H 2.346649 3.461633 0.245688 0.11 0.01 0.08
H 3.104303 1.816620 0.305997 0.13 0.18 0.06
H 1.526163 2.111975 1.062525 0.08 0.23 0.10
H 3.452387 3.045551 -2.298137 0.11 -0.03 0.00
H 2.665621 2.194222 -3.654520 0.13 0.14 -0.01
H 3.544511 1.258284 -2.434750 0.20 0.15 0.08
H 1.068811 4.436269 -1.889938 -0.07 0.07 -0.01
H -0.382437 3.834065 -1.037391 0.07 0.14 0.02
H -0.208551 3.581934 -2.783329 0.11 0.12 -0.06
```
Positions in Å, forces in eV/Å.

=====

C32H50F2O10S5 | the ωB97M-V functional and the def2-TZVPD basis

For the LUMO energy, the calculation gives 0.0 eV. The HOMO energy is -0.3368 Eh. The spin multiplicity is 1. The value obtained for the relative energy (zero: lowest compared OMol25 entry of this formula, charge and spin) is 0.4609 eV. As for the structure (SMILES): O=S1(=O)CCCC1.O=S1(=O)CCCC1.O=S1(=O)CCCC1.O=S1(=O)CCCC1.O=S1(=O)CCCC1.Fc1ccccc1.Fc1ccccc1.

Structure (XYZ):
```
99
Properties=species:S:1:pos:R:3:forces:R:3
F 1.983374 0.836020 0.207657 0.36 -0.48 -0.05
C 0.968374 1.652020 -0.059343 -3.17 2.15 -1.61
C 0.228374 1.534020 -1.316343 1.25 0.90 1.77
C -0.778626 2.458020 -1.662343 1.39 1.05 3.22
C -1.009626 3.529020 -0.754343 4.81 -4.33 2.60
C -0.316626 3.649020 0.517657 0.47 -3.09 -3.15
C 0.634374 2.678020 0.864657 2.80 -0.48 0.98
H 0.616374 0.843020 -2.030343 -0.08 -0.74 -0.31
H -1.346626 2.414020 -2.545343 -0.40 -0.27 -1.09
H -1.720626 4.179020 -0.781343 -4.47 3.90 -1.30
H -0.530626 4.410020 1.187657 -0.46 1.41 0.95
H 1.403374 2.748020 1.803657 -2.36 -0.07 -2.26
F -2.818626 -2.988980 0.129657 -0.48 0.47 0.40
C -2.647626 -2.707980 -1.161343 0.26 -3.80 -3.34
C -2.920626 -3.748980 -2.120343 -0.52 -1.92 1.47
C -2.463626 -3.682980 -3.475343 -1.28 2.99 6.95
C -1.894626 -2.538980 -3.859343 0.51 2.13 3.10
C -1.599626 -1.541980 -2.936343 0.33 2.49 -0.61
C -1.922626 -1.652980 -1.607343 -0.93 -0.87 -0.22
H -3.416626 -4.716980 -1.662343 1.03 2.00 -1.21
H -2.510626 -4.364980 -4.149343 -1.00 -4.85 -3.76
H -1.734626 -2.434980 -4.832343 1.19 0.78 -4.01
H -1.186626 -0.513980 -3.199343 -0.25 -1.75 -0.13
H -1.736626 -1.004980 -0.840343 1.13 2.40 1.36
C -4.529626 0.685020 -3.775343 2.56 2.02 -3.91
C -5.178626 2.037020 -4.305343 2.49 0.31 2.67
C -6.388626 1.714020 -4.878343 -5.08 0.65 3.87
S -7.063626 0.390020 -3.859343 -0.56 0.43 -1.64
O -7.365626 -0.695980 -4.730343 0.33 -1.27 -0.45
O -8.144626 0.930020 -3.130343 -1.12 0.66 2.00
C -5.584626 0.015020 -2.898343 1.06 -3.84 -2.54
H -3.573626 1.154020 -3.449343 -0.49 -1.50 1.07
H -4.130626 0.190020 -4.893343 -1.60 0.49 3.48
H -4.703626 2.473020 -5.166343 1.60 0.87 0.65
H -5.531626 2.703020 -3.462343 1.79 -0.21 -0.50
H -6.347626 1.453020 -5.798343 0.26 -2.48 -6.14
H -7.002626 2.609020 -4.851343 -0.90 -0.33 0.12
H -5.523626 -1.191980 -2.834343 -0.08 2.78 -0.63
H -5.599626 0.262020 -1.897343 -0.20 1.38 1.97
C -1.776626 2.679020 3.252657 -0.01 -0.62 -0.93
C -0.684626 2.525020 4.379657 0.66 -4.32 -4.92
C -1.155626 2.838020 5.637657 -0.61 5.20 2.82
S -2.898626 2.840020 5.595657 0.92 3.15 -1.73
O -3.358626 4.171020 5.852657 -0.52 0.62 -0.18
O -3.255626 1.805020 6.424657 -2.34 -4.11 3.25
C -3.139626 2.390020 3.896657 -2.15 -1.77 -0.81
H -1.570626 2.016020 2.297657 -0.38 1.47 2.11
H -1.878626 3.740020 2.981657 0.51 -0.25 -0.35
H 0.285374 2.807020 4.053657 0.76 1.07 -0.08
H -0.524626 1.461020 4.547657 0.02 -0.70 -1.22
H -0.889626 3.881020 5.851657 -0.33 0.15 0.37
H -0.794626 2.299020 6.453657 0.32 -1.28 1.14
H -4.084626 2.859020 3.425657 1.84 -0.04 0.85
H -3.492626 1.296020 3.954657 1.21 1.29 -0.13
C -0.375626 -3.843980 2.541657 -3.28 -1.57 0.93
C 0.462374 -3.047980 1.665657 3.00 0.51 4.57
C 0.318374 -1.636980 1.967657 1.35 1.96 -1.65
S -0.062626 -1.593980 3.660657 0.86 -1.01 0.25
O -1.269626 -0.879980 3.772657 -2.25 1.35 0.57
O 1.082374 -1.242980 4.392657 2.08 1.07 1.73
C -0.362626 -3.336980 3.955657 4.14 1.17 -2.67
H -0.194626 -4.884980 2.447657 0.52 -1.08 0.14
H -1.475626 -3.795980 2.310657 0.93 0.32 -0.62
H 0.398374 -3.312980 0.765657 -1.69 -1.53 -7.75
H 1.517374 -3.332980 1.728657 0.37 0.01 1.13
H -0.540626 -1.202980 1.566657 -1.86 0.30 -0.99
H 1.103374 -0.963980 1.486657 -0.42 -0.89 1.61
H -1.194626 -3.435980 4.438657 -5.42 -0.34 2.38
H 0.329374 -3.738980 4.644657 1.62 -0.20 0.27
C 4.054374 -4.254980 -1.992343 -0.94 -0.66 -5.53
C 4.817374 -2.945980 -1.845343 3.62 -4.11 -3.86
C 3.975374 -1.980980 -1.398343 -6.01 -0.72 4.45
S 2.571374 -2.126980 -2.433343 -2.49 1.02 0.20
O 2.805374 -1.367980 -3.630343 0.16 0.62 -0.31
O 1.362374 -1.876980 -1.658343 0.68 -0.33 -0.47
C 2.775374 -3.795980 -2.888343 0.75 -2.19 0.18
H 3.677374 -4.607980 -1.094343 -0.44 -0.78 1.85
H 4.515374 -5.138980 -2.656343 -0.45 2.10 1.96
H 5.296374 -2.656980 -2.845343 -0.22 -0.53 1.53
H 5.442374 -3.170980 -1.075343 3.11 -0.26 1.60
H 4.210374 -1.048980 -1.449343 2.06 5.93 -0.87
H 3.667374 -2.019980 -0.275343 0.16 -0.65 -1.80
H 2.956374 -3.882980 -4.007343 -0.20 0.26 1.55
H 1.899374 -4.385980 -2.580343 0.15 0.36 -0.34
C 6.296374 2.368020 -0.095343 5.37 3.63 -1.87
C 7.089374 2.262020 1.262657 4.32 1.84 -5.59
C 6.287374 2.642020 2.296657 -3.65 -1.12 2.53
S 4.707374 1.919020 1.770657 1.09 -1.62 2.82
O 3.712374 2.946020 1.776657 -0.70 0.31 -0.52
O 4.590374 0.762020 2.640657 -0.81 -0.12 -0.97
C 5.202374 1.530020 0.051657 -2.81 -2.00 1.90
H 6.947374 2.118020 -1.015343 -0.85 0.18 1.51
H 6.094374 3.436020 -0.220343 -0.41 -0.03 -0.05
H 8.029374 2.858020 1.246657 -0.49 -0.20 -0.37
H 7.415374 1.309020 1.374657 0.95 -3.23 0.26
H 6.045374 3.635020 2.307657 -0.09 2.81 0.65
H 6.590374 2.153020 3.205657 -0.41 0.38 0.70
H 4.263374 1.660020 -0.388343 -1.12 0.51 -1.54
H 5.575374 0.550020 -0.123343 -0.33 -1.33 0.53
```
Positions in Å, forces in eV/Å.

=====

C33H57FN6O3P | the ωB97M-V functional and the def2-TZVPD basis

For the LUMO energy, the calculation gives 1.9 eV. The net charge is -1. The HOMO energy is -0.1301 Eh. The spin multiplicity is 1.

Structure (XYZ):
```
101
Properties=species:S:1:pos:R:3:forces:R:3
C -1.385011 -0.985154 6.427134 -1.01 0.07 -0.04
C -2.165252 -0.379610 5.697343 0.20 -1.66 -0.88
C -3.106877 0.018950 4.517589 0.07 0.56 0.72
C -2.545469 1.167090 3.552078 -0.05 0.70 0.58
C -1.268366 1.947233 4.082438 -0.40 1.67 -0.91
P 0.397171 0.991835 3.829759 -2.78 0.03 3.11
O 0.483977 1.125851 2.093571 0.79 -1.96 0.64
C 0.635965 -0.282047 1.716587 0.86 0.76 0.67
C 1.171796 -1.218792 2.962251 0.80 0.36 -1.49
C 2.336677 -2.100578 2.245527 -0.66 -1.12 0.40
C 2.493745 -3.509643 2.976235 1.55 1.19 0.44
O 3.460576 -3.816184 3.624107 -1.96 -0.18 -1.02
F 1.405631 -4.426397 2.865361 1.38 1.46 -0.06
O 1.629718 -0.274538 3.932332 0.42 -1.85 -2.10
H -0.780919 -1.623188 7.124788 -0.88 1.41 -1.22
H -3.386870 -0.861050 3.849375 0.61 0.77 1.29
H -4.081107 0.391569 4.990492 1.34 -0.52 -0.62
H -3.388154 1.932614 3.453415 1.02 -1.12 -0.14
H -2.339740 0.702876 2.538631 -0.13 0.68 1.19
H -1.199217 2.924490 3.482340 -0.34 -1.05 0.64
H -1.391961 2.278109 5.169015 0.09 -0.59 -1.29
H 1.267142 2.104149 4.131932 0.15 -0.03 -0.96
H 0.337953 0.843555 5.284439 0.13 -0.33 -0.22
H -0.489586 -0.131141 3.528940 -0.18 0.09 0.63
H 1.567474 -0.271504 1.059270 -1.62 -0.10 0.05
H -0.330050 -0.625237 1.269865 1.43 0.10 0.54
H 0.469936 -2.052664 3.305594 0.32 1.59 -0.03
H 3.325810 -1.537578 2.229078 -1.23 -1.04 0.12
H 1.981937 -2.357998 1.190717 0.41 0.50 1.30
C -6.626283 1.182431 8.789439 -0.01 0.07 0.07
C -7.548748 1.381115 7.592465 0.00 -0.02 0.36
C -6.845856 1.152310 6.253368 -0.35 -0.04 -0.04
C -5.769813 2.117682 6.021869 0.16 0.00 -0.08
N -4.920565 2.873393 5.852137 -0.26 -0.02 0.10
H -5.798272 1.894912 8.777938 -0.01 -0.08 -0.05
H -7.177716 1.331174 9.720680 0.05 -0.04 -0.03
H -6.209257 0.172544 8.798349 0.02 0.06 0.00
H -7.973777 2.388668 7.627393 0.03 -0.06 -0.11
H -8.385306 0.679828 7.673744 0.04 0.05 -0.14
H -7.579792 1.237109 5.446701 0.18 0.04 -0.05
H -6.445152 0.135456 6.211385 0.14 0.12 -0.03
C 2.709110 -0.227764 -3.277463 -0.09 0.10 0.20
C 2.623972 -1.722823 -3.000051 0.31 0.27 -0.10
C 1.188463 -2.215369 -2.809153 0.31 -0.27 -0.06
C 0.548755 -1.613742 -1.637143 -0.18 0.02 -0.01
N 0.048022 -1.132138 -0.719786 -0.17 -0.47 -1.45
H 2.318145 0.357556 -2.441192 -0.01 -0.07 -0.01
H 3.747899 0.069110 -3.431233 -0.10 0.04 -0.03
H 2.144005 0.035109 -4.173991 0.09 0.02 0.03
H 3.224330 -1.960242 -2.116462 -0.13 -0.09 -0.01
H 3.070193 -2.261365 -3.842539 -0.13 -0.10 0.08
H 1.199057 -3.303208 -2.690042 -0.12 0.08 0.08
H 0.598553 -2.000342 -3.704601 -0.04 0.09 0.13
C 1.832932 -7.474341 -1.763425 -0.01 0.06 0.04
C 0.902632 -7.316897 -2.960472 0.01 0.00 0.41
C 1.611608 -7.528195 -4.300515 -0.41 -0.03 -0.01
C 2.651537 -6.525168 -4.539578 0.16 -0.05 -0.08
N 3.474006 -5.741619 -4.714539 -0.14 -0.05 0.02
H 2.634527 -6.732055 -1.779887 -0.02 -0.06 -0.01
H 1.277938 -7.340102 -0.833145 0.07 -0.02 -0.04
H 2.286520 -8.468660 -1.748787 0.00 0.04 0.01
H 0.441319 -6.325566 -2.930969 0.02 -0.07 -0.11
H 0.092689 -8.047353 -2.873860 0.04 0.07 -0.15
H 0.873915 -7.475006 -5.106476 0.18 0.06 -0.05
H 2.048934 -8.529753 -4.337452 0.12 0.13 -0.01
C 5.834573 -3.124002 -7.851529 0.00 0.00 -0.08
C 6.618016 -2.383928 -6.773908 0.05 -0.17 -0.34
C 5.756349 -1.994261 -5.571661 0.32 0.00 0.11
C 4.695049 -1.050249 -5.935546 -0.17 0.00 0.01
N 3.858224 -0.318270 -6.230166 0.28 -0.20 -0.09
H 5.036876 -2.501421 -8.263897 0.02 -0.03 0.06
H 6.495447 -3.402983 -8.675159 -0.06 -0.01 0.04
H 5.385517 -4.036283 -7.451182 0.00 0.05 -0.02
H 7.080152 -1.493628 -7.210542 -0.04 -0.01 0.13
H 7.432143 -3.027724 -6.427551 -0.07 0.11 0.10
H 6.394534 -1.537319 -4.809670 -0.19 0.07 0.00
H 5.317218 -2.889467 -5.121388 -0.13 0.10 -0.06
C -1.227069 3.557020 -0.252939 0.02 -0.09 0.10
C -1.953773 2.866413 -1.400205 0.39 0.16 0.07
C -3.477375 2.893735 -1.248002 0.20 -0.09 -0.36
C -3.925118 2.158967 -0.064153 -0.12 0.10 0.11
N -4.263976 1.594262 0.877343 -0.16 0.01 -0.29
H -1.423972 3.062035 0.701450 0.07 0.01 -0.04
H -0.149180 3.532492 -0.420801 -0.08 -0.01 0.05
H -1.535796 4.603671 -0.167645 -0.02 0.01 -0.01
H -1.601595 1.833703 -1.478839 -0.11 0.04 0.01
H -1.686522 3.366382 -2.337097 -0.12 -0.09 -0.01
H -3.932469 2.448439 -2.137992 -0.10 -0.03 0.16
H -3.829782 3.927999 -1.196192 -0.03 -0.08 0.15
C -1.191958 7.754923 -2.737517 -0.06 -0.03 0.04
C 0.120314 7.984100 -1.997280 -0.36 0.10 0.04
C 1.321989 7.352500 -2.702763 0.09 0.26 0.27
C 1.216872 5.893658 -2.772683 0.07 -0.10 -0.14
N 1.122633 4.750056 -2.833579 -0.03 0.18 0.00
H -1.430617 6.690840 -2.806842 0.05 0.04 -0.02
H -2.013680 8.244252 -2.210537 0.03 -0.03 -0.06
H -1.146178 8.163030 -3.750608 -0.02 -0.03 0.02
H 0.033437 7.593429 -0.979528 0.12 -0.01 -0.08
H 0.291087 9.061650 -1.911061 0.12 -0.10 0.00
H 2.233796 7.618209 -2.160186 0.00 -0.17 -0.08
H 1.422122 7.764642 -3.710808 -0.03 -0.17 0.00
```
Positions in Å, forces in eV/Å.

=====

C4H6Se | the ωB97M-V functional and the def2-TZVPD basis

For the LUMO energy, the calculation gives 0.8 eV. The HOMO energy is -0.3262 Eh. The spin multiplicity is 1. The value obtained for the relative energy (zero: lowest compared OMol25 entry of this formula, charge and spin) is 0.9282 eV.

Structure (XYZ):
```
11
Properties=species:S:1:pos:R:3:forces:R:3
C 0.716424 0.499991 0.464086 -1.22 -1.21 -0.31
C 0.978816 -0.552634 -0.456857 0.05 -0.07 0.14
C -0.456722 0.355301 1.151254 1.88 -0.66 0.62
C 0.144726 -1.602890 -0.336577 -0.74 0.94 0.89
Se -1.146742 -1.337165 1.003752 0.06 -0.23 -0.94
H 1.298425 1.356545 0.409314 0.79 1.65 0.33
H 1.704392 -0.504061 -1.264135 -0.01 0.10 0.24
H -1.150959 1.265828 -0.603448 -0.31 1.13 -1.34
H -0.814058 0.971111 1.923694 -0.34 0.86 0.71
H -0.075456 -2.248954 -1.114371 0.03 -1.78 -1.00
H -1.198846 1.796928 -1.176713 -0.17 -0.75 0.66
```
Positions in Å, forces in eV/Å.

=====

Number 2 is which compound?
C32H50F2O10S5